Here is a molecular structure, C39H55FN3O5S2Si2Sn from the OMol25 dataset. Energies are from ωB97M-V with the def2-TZVPD basis set.

```
! wB97M-V def2-TZVPD RIJCOSX def2/J DEFGRID3
* xyz 3 1
Sn 0.2498 0.6155 -0.2602
O 1.0292 -1.0520 -2.0396
S 1.1532 -1.5517 -3.4755
C 2.6460 -0.7432 -4.1945
C 3.1036 0.4840 -3.4186
C 4.1443 0.1373 -2.3523
C 4.6800 1.3792 -1.6470
S 3.8133 1.7731 -0.0926
O 2.3451 1.5374 -0.4202
C 4.2559 0.3102 0.8729
C 5.5518 -0.1854 0.8995
C 5.8387 -1.3019 1.6710
C 4.8477 -1.8966 2.4379
C 3.5652 -1.3656 2.4470
C 3.2698 -0.2591 1.6659
C 1.8016 -3.2192 -3.3699
C 2.7232 -3.5718 -2.3955
C 3.2083 -4.8704 -2.3726
C 2.7584 -5.8004 -3.3029
C 1.8377 -5.4350 -4.2758
C 1.3597 -4.1332 -4.3170
H 2.3290 -0.4782 -5.2037
H 3.4322 -1.4929 -4.2566
H 2.2498 0.9751 -2.9488
H 3.5414 1.1899 -4.1265
H 4.9755 -0.3861 -2.8290
H 3.7084 -0.5439 -1.6159
H 4.5627 2.2726 -2.2624
H 5.7336 1.2892 -1.3863
H 6.3449 0.2865 0.3352
H 6.8459 -1.6956 1.6804
H 5.0827 -2.7595 3.0462
H 2.8032 -1.7955 3.0834
H 2.2842 0.1930 1.7106
H 3.0556 -2.8401 -1.6672
H 3.9453 -5.1566 -1.6340
H 3.1361 -6.8135 -3.2717
H 1.4944 -6.1629 -4.9982
H 0.6621 -3.8258 -5.0873
C -5.9572 3.4952 4.0951
C -4.9338 2.6295 4.8213
N -4.1339 1.8333 3.8779
C -2.9925 2.3621 3.4192
C -2.1649 1.7871 2.4972
C -0.9071 2.5925 2.1625
O -0.7621 3.6530 2.7289
O -0.1096 2.0578 1.3073
C -2.4978 0.5241 1.9287
O -1.8275 -0.0811 1.0408
C -3.7368 -0.0614 2.4616
C -4.1537 -1.3246 2.0306
C -5.2978 -1.8994 2.5060
F -5.5874 -3.1494 2.0666
C -6.1411 -1.2499 3.4355
C -5.7258 0.0062 3.8499
C -4.5384 0.6045 3.4090
N -7.3478 -1.7813 3.9043
C -7.7764 -1.5768 5.2791
C -9.2483 -1.1457 5.2916
N -9.9537 -1.8046 4.1403
C -9.3779 -3.1546 3.8685
C -7.9526 -2.9834 3.3245
H -6.5360 4.0687 4.8175
H -6.6404 2.8884 3.4990
H -5.4549 4.1988 3.4319
H -5.4118 1.9660 5.5387
H -4.2471 3.2627 5.3782
H -2.6976 3.3277 3.8129
H -3.5354 -1.8636 1.3267
H -6.3560 0.5489 4.5385
H -7.1759 -0.8231 5.7779
H -7.6496 -2.5051 5.8476
H -9.3572 -0.0686 5.1839
H -9.7233 -1.4515 6.2222
H -9.8354 -1.2333 3.3019
H -10.9558 -1.8644 4.3270
H -9.9910 -3.6819 3.1412
H -9.3983 -3.7198 4.7980
H -7.9878 -2.8708 2.2421
H -7.3923 -3.8943 3.5511
C 0.0206 -5.0528 0.0584
Si -1.1786 -3.8489 0.9079
C -0.2948 -2.7654 2.1762
C -2.6523 -4.7933 1.5699
C -1.5720 -2.7152 -0.5438
Si -2.9687 -2.4721 -1.7929
C -2.9878 -0.6052 -2.0825
C -2.3040 -3.3608 -3.3347
C -4.6280 -3.1699 -1.2761
H 0.2578 -5.8353 0.7816
H 0.9405 -4.5666 -0.2599
H -0.4416 -5.5249 -0.8098
H 0.2013 -3.3798 2.9286
H -1.0027 -2.1141 2.6911
H 0.4519 -2.1307 1.6934
H -2.3149 -5.5288 2.3023
H -3.1549 -5.3381 0.7683
H -3.3902 -4.1560 2.0567
H -0.6916 -2.1196 -0.8249
H -2.0378 -0.2858 -2.5193
H -3.1337 -0.0627 -1.1476
H -3.7880 -0.3292 -2.7703
H -1.6268 -2.7065 -3.8807
H -3.1520 -3.6109 -3.9738
H -1.7794 -4.2863 -3.0945
H -5.0407 -2.6760 -0.3972
H -4.5717 -4.2390 -1.0640
H -5.3357 -3.0359 -2.0965
*
```

Output
Molecular weight ... 903.90 Da
Energy above the lowest of the compared OMol25 structures with the same formula, charge and spin ... 55.37 kcal/mol
HOMO-LUMO gap ... 5.44 eV